No. 1
A molecular structure, C17H19NO6S, computed with the ωB97M-V functional and the def2-TZVPD basis.

**Total energy**: -42529.2257 eV
**LUMO energy**: 0.046 eV
**Spin multiplicity**: 1
**HOMO level**: -8.31 eV
**HOMO-LUMO gap**: 8.36 eV
**Energy above the lowest of the compared OMol25 structures with the same formula, charge and spin**: 1788.5 kJ/mol

Each line ends with the Löwdin charge.
Positions of all 44 atoms, in Å:
1 C 1.62 3.69 0.90  -0.036
2 H 1.56 3.12 1.73  0.057
3 O 2.05 2.93 -0.29  -0.125
4 C 1.03 1.86 -0.65  -0.150
5 C -0.26 1.59 -0.20  -0.025
6 C -1.21 0.68 -0.40  -0.304
7 C -0.89 -0.26 -1.28  -0.164
8 C 0.44 0.03 -2.16  0.128
9 C 1.29 1.03 -1.73  -0.200
10 C 2.72 1.06 -2.31  0.006
11 H 3.24 2.05 -1.78  0.151
12 H 3.09 0.24 -2.39  -0.053
13 H 2.59 1.23 -3.45  0.122
14 H 0.80 -0.57 -2.78  0.031
15 O -1.69 -1.13 -1.88  -0.018
16 C -1.49 -1.97 -2.74  -0.195
17 H -1.25 -1.52 -3.73  0.129
18 H -0.56 -2.61 -2.61  0.135
19 H -2.19 -2.47 -3.02  0.014
20 S -2.76 0.75 0.51  0.786
21 O -3.79 0.14 -0.55  -0.328
22 O -3.08 2.08 1.14  -0.355
23 N -2.54 -0.22 1.75  -0.171
24 H -2.17 0.20 2.64  0.157
25 C -2.05 -1.49 1.20  -0.134
26 C -0.48 -1.72 1.13  -0.123
27 C -0.08 -2.91 0.28  0.087
28 C 1.29 -2.62 -0.14  -0.020
29 C 2.01 -1.86 0.51  -0.249
30 C 1.66 -0.90 1.37  -0.168
31 C 0.33 -0.70 1.65  0.049
32 H -0.04 -0.09 2.27  0.057
33 O 2.69 0.00 1.68  0.027
34 C 3.76 -0.63 0.92  -0.221
35 O 3.39 -1.68 0.16  0.049
36 H 4.62 -0.59 1.69  0.147
37 H 4.18 0.31 0.12  0.179
38 H 1.61 -3.52 -0.52  0.117
39 H -0.80 -3.40 -0.10  0.037
40 H -2.41 -2.16 2.40  0.225
41 H -2.53 -2.10 0.74  -0.013
42 H -0.79 2.51 0.95  0.239
43 H 2.34 4.29 0.97  0.014
44 H 0.65 4.16 0.63  0.111

=====

No. 2
A molecular structure, C17H19NPReS, computed with the ωB97M-V functional and the def2-TZVPD basis.

**Net charge**: +1
**Total energy**: -41668.8906 eV
**LUMO energy (alpha / beta)**: -3.774 / -4.029 eV
**Spin multiplicity**: 4
**HOMO level (alpha / beta)**: -10.75 / -10.78 eV
**HOMO-LUMO gap (alpha / beta)**: 6.97 / 6.75 eV
**Expectation value of S²**: 4.07
**Energy above the lowest of the compared OMol25 structures with the same formula, charge and spin**: 0.0 kJ/mol

Each line ends with the Löwdin charge.
Positions of all 40 atoms, in Å:
1 C 0.37 0.66 -4.44  -0.342
2 C 0.15 -0.06 -5.63  -0.192
3 C -0.17 -1.42 -5.69  -0.113
4 C -0.26 -2.25 -4.56  -0.183
5 C -0.10 -1.80 -3.23  -0.280
6 Re -0.02 0.06 -2.59  1.069
7 P 0.19 2.25 -1.85  0.638
8 H 0.70 1.70 -4.64  0.016
9 H 0.24 0.48 -6.58  0.099
10 H -0.33 -1.88 -6.67  0.112
11 H -0.14 -2.65 -2.52  0.037
12 H -0.48 -3.31 -4.70  0.100
13 H -0.88 2.84 -1.11  -0.084
14 H 0.33 3.29 -2.79  -0.073
15 H 1.26 2.65 -1.00  -0.084
16 N -0.20 -0.70 -0.74  -0.510
17 S -1.10 -0.16 0.71  1.136
18 C -0.28 -1.34 1.80  -0.422
19 C -1.08 -2.21 2.56  -0.069
20 C -0.47 -3.15 3.39  -0.053
21 C 0.93 -3.21 3.46  -0.049
22 C 1.72 -2.34 2.69  -0.044
23 C 1.11 -1.40 1.85  -0.092
24 C -0.63 1.35 1.59  -0.426
25 C 0.66 1.85 1.73  -0.107
26 C 0.88 2.93 2.59  -0.046
27 C -0.18 3.51 3.28  -0.043
28 C -1.48 3.01 3.13  -0.047
29 C -1.71 1.94 2.27  -0.089
30 H -0.03 -1.68 -0.54  0.000
31 H -2.17 -2.13 2.47  0.114
32 H -1.09 -3.82 3.99  0.119
33 H 1.41 -3.94 4.11  0.117
34 H 2.80 -2.38 2.74  0.119
35 H 1.70 -0.73 1.23  0.101
36 H 1.48 1.39 1.18  0.098
37 H 1.90 3.33 2.71  0.121
38 H 0.00 4.36 3.95  0.120
39 H -2.32 3.45 3.68  0.121
40 H -2.70 1.51 2.15  0.112

=====

No. 3
A molecular structure, C17H20Br30IO4P, computed with the ωB97M-V functional and the def2-TZVPD basis.

**Total energy**: -2144803.8082 eV
**LUMO energy**: -0.296 eV
**Spin multiplicity**: 1
**HOMO level**: -8.30 eV
**HOMO-LUMO gap**: 8.01 eV

Each line ends with the Löwdin charge.
Positions of all 73 atoms, in Å:
1 C 1.60 0.02 2.59  -0.324
2 P 0.04 0.24 1.67  0.904
3 C -1.06 1.18 2.76  -0.307
4 C 0.25 1.39 0.21  -0.368
5 O 0.16 2.76 0.71  -0.026
6 C 1.27 3.45 0.47  -0.599
7 O 1.49 4.56 0.88  0.149
8 O 2.10 2.75 -0.33  0.024
9 C 1.63 1.42 -0.47  -0.311
10 C 1.83 0.94 -1.89  -0.110
11 C 1.01 1.45 -3.06  -0.769
12 O 1.11 0.94 -4.14  -0.004
13 I -0.30 3.14 -2.89  0.947
14 H 1.81 0.82 3.28  0.024
15 H 1.47 -0.87 3.19  0.006
16 H 2.46 -0.16 1.96  -0.010
17 H -0.53 2.02 3.21  0.054
18 H -1.50 0.53 3.50  0.000
19 H -1.84 1.60 2.14  -0.104
20 H -0.56 1.14 -0.46  0.089
21 H 2.29 0.79 0.11  0.115
22 H 1.78 -0.14 -1.93  0.141
23 H 2.85 1.22 -2.16  0.106
24 C -4.90 0.05 4.96  -1.625
25 Br -5.68 1.77 4.59  0.602
26 Br -4.44 -0.90 3.35  0.556
27 Br -3.38 0.21 6.13  0.587
28 H -5.64 -0.53 5.48  -0.031
29 C -2.51 -3.99 0.96  -1.629
30 Br -2.22 -5.36 -0.35  0.590
31 Br -0.87 -3.14 1.48  0.564
32 Br -3.79 -2.70 0.33  0.546
33 H -2.93 -4.46 1.84  -0.028
34 C -3.07 -5.17 -4.12  -1.667
35 Br -2.82 -7.08 -3.96  0.557
36 Br -1.45 -4.29 -4.66  0.574
37 Br -4.54 -4.75 -5.28  0.555
38 H -3.33 -4.81 -3.14  -0.076
39 C 4.42 -1.75 5.59  -1.622
40 Br 4.06 -2.56 3.88  0.561
41 Br 4.00 0.13 5.60  0.574
42 Br 3.52 -2.68 7.01  0.591
43 H 5.48 -1.84 5.76  -0.041
44 C 7.65 -2.90 1.92  -1.627
45 Br 7.69 -1.50 3.23  0.553
46 Br 7.54 -4.63 2.75  0.580
47 Br 6.23 -2.63 0.65  0.553
48 H 8.58 -2.86 1.37  -0.029
49 C -5.15 3.51 1.21  -1.642
50 Br -5.51 5.23 0.44  0.592
51 Br -6.33 2.15 0.53  0.561
52 Br -3.30 3.01 1.02  0.686
53 H -5.34 3.58 2.27  -0.083
54 C 6.06 1.98 0.96  -1.588
55 Br 5.69 1.13 -0.73  0.567
56 Br 5.59 3.84 0.94  0.605
57 Br 5.18 1.07 2.40  0.546
58 H 7.12 1.91 1.13  -0.024
59 C -3.78 2.90 -5.71  -1.648
60 Br -3.28 4.72 -6.08  0.566
61 Br -2.26 1.74 -5.71  0.537
62 Br -4.75 2.76 -4.05  0.556
63 H -4.44 2.58 -6.50  -0.032
64 C -8.81 -6.13 -4.43  -1.651
65 Br -9.54 -4.36 -4.65  0.571
66 Br -8.38 -6.93 -6.13  0.570
67 Br -7.28 -6.12 -3.27  0.545
68 H -9.56 -6.74 -3.97  -0.033
69 C 6.27 5.12 -2.77  -1.651
70 Br 7.50 3.76 -3.36  0.561
71 Br 6.14 6.56 -4.04  0.582
72 Br 4.55 4.39 -2.34  0.551
73 H 6.67 5.54 -1.86  -0.039

=====

No. 4
A molecular structure, C17H20Cl3HfNO4S, computed with the ωB97M-V functional and the def2-TZVPD basis.

**Net charge**: -2
**Total energy**: -77349.0079 eV
**LUMO energy**: 3.911 eV
**Spin multiplicity**: 1
**HOMO level**: 0.41 eV
**HOMO-LUMO gap**: 3.50 eV
**Energy above the lowest of the compared OMol25 structures with the same formula, charge and spin**: 0.0 kJ/mol

Each line ends with the Löwdin charge.
Positions of all 47 atoms, in Å:
1 C -0.68 0.83 -2.06  -0.346
2 C -0.84 -0.54 -2.45  -0.327
3 C 0.46 -1.12 -2.50  -0.330
4 C -2.12 -1.24 -2.68  -0.212
5 C 1.42 -0.12 -2.16  -0.311
6 C 0.73 1.09 -1.96  -0.315
7 C 1.34 2.43 -1.88  -0.097
8 C -1.74 1.85 -2.09  -0.145
9 C 0.74 -2.49 -2.93  -0.105
10 C 2.88 -0.27 -2.12  -0.094
11 Hf -0.81 -0.22 0.77  0.966
12 Cl -1.85 -2.67 -0.39  -0.091
13 Cl -3.07 0.45 0.59  -0.032
14 Cl 0.92 -1.88 0.59  -0.025
15 H -2.96 -0.56 -2.50  0.045
16 H -2.22 -2.11 -1.91  -0.185
17 H -2.16 -1.59 -3.72  0.056
18 H -0.03 -3.20 -2.62  0.051
19 H 1.72 -2.85 -2.57  0.058
20 H 0.78 -2.47 -4.03  0.064
21 H 3.21 -1.17 -1.58  0.052
22 H 3.35 0.58 -1.62  0.055
23 H 3.25 -0.33 -3.15  0.065
24 H 2.28 2.42 -1.32  0.056
25 H 0.69 3.15 -1.38  0.055
26 H 1.56 2.81 -2.90  0.070
27 H -2.68 1.47 -1.67  -0.015
28 H -1.92 2.20 -3.12  0.068
29 H -1.50 2.71 -1.45  0.060
30 O 0.29 1.40 0.78  -0.396
31 H 0.97 1.57 1.48  0.013
32 O 1.98 2.54 5.02  -0.302
33 S 2.00 1.13 4.71  0.673
34 O 3.25 0.43 4.62  -0.291
35 N 1.09 0.78 3.35  -0.010
36 C 0.05 0.02 3.60  -0.430
37 O -0.80 -0.41 2.70  -0.246
38 C -0.14 -0.30 5.00  -0.138
39 C -1.21 -0.97 5.57  0.015
40 C -1.31 -0.98 6.96  -0.073
41 C -0.33 -0.36 7.74  -0.077
42 C 0.76 0.27 7.13  -0.045
43 C 0.85 0.30 5.76  -0.219
44 H -1.92 -1.45 4.91  0.130
45 H -2.17 -1.45 7.43  0.100
46 H -0.44 -0.37 8.83  0.097
47 H 1.52 0.73 7.72  0.108

=====

No. 5
A molecular structure, C17H20Cl5N8O7S4Ta, computed with the ωB97M-V functional and the def2-TZVPD basis.

**Total energy**: -151713.9252 eV
**LUMO energy**: -0.962 eV
**Spin multiplicity**: 1
**HOMO level**: -8.18 eV
**HOMO-LUMO gap**: 7.21 eV
**Energy above the lowest of the compared OMol25 structures with the same formula, charge and spin**: 73.4 kJ/mol

Each line ends with the Löwdin charge.
Positions of all 62 atoms, in Å:
1 Ta -0.72 -0.76 1.82  1.746
2 Cl 6.51 -2.36 0.64  0.698
3 C 4.89 -1.79 0.74  -0.703
4 C 4.01 -2.36 1.65  -0.689
5 Cl 4.51 -3.65 2.67  0.720
6 C 2.70 -1.90 1.73  -0.568
7 Cl 1.58 -2.57 2.84  0.865
8 C 2.26 -0.85 0.93  -0.416
9 O 1.01 -0.39 1.03  -0.341
10 C 3.14 -0.29 0.00  -0.563
11 Cl 2.56 0.94 -1.03  0.870
12 C 4.45 -0.76 -0.08  -0.689
13 Cl 5.52 -0.05 -1.23  0.706
14 N 2.23 1.18 3.08  0.067
15 N 2.14 2.16 2.07  -0.055
16 C 1.01 2.59 1.51  -0.795
17 N 1.11 3.49 0.53  0.108
18 S -0.53 2.09 2.05  0.738
19 H 1.27 0.88 3.29  0.001
20 H 2.57 1.64 3.92  0.103
21 H 3.01 2.29 1.57  0.139
22 H 2.02 3.71 0.15  0.106
23 H 0.35 3.52 -0.15  0.060
24 N -4.17 0.35 3.48  -0.038
25 N -2.89 0.92 3.16  -0.142
26 H -4.53 0.77 4.33  0.077
27 H -3.98 -0.62 3.72  0.042
28 H -2.35 1.09 4.00  0.046
29 H -3.06 1.82 2.72  0.046
30 N 0.27 -1.32 -6.85  0.103
31 C 0.06 -0.52 -5.74  -0.317
32 C 1.11 -0.27 -4.84  -0.020
33 C 0.91 0.56 -3.76  -0.080
34 C -0.32 1.17 -3.56  -0.290
35 C -1.36 0.95 -4.46  -0.055
36 C -1.17 0.11 -5.54  -0.025
37 S -0.57 2.19 -2.16  0.581
38 O -1.73 3.02 -2.40  -0.337
39 O 0.67 2.85 -1.85  -0.389
40 N -0.83 1.16 -0.94  -0.116
41 C -2.02 0.74 -0.60  -0.697
42 S -3.59 1.17 -1.26  1.074
43 C -4.37 0.06 -0.17  -0.375
44 C -3.48 -0.52 0.63  -0.272
45 N -2.16 -0.13 0.42  -0.201
46 H 1.04 -1.96 -6.81  0.091
47 H -0.55 -1.69 -7.31  0.091
48 H 2.07 -0.74 -5.00  0.113
49 H 1.73 0.76 -3.07  0.014
50 H -2.31 1.45 -4.31  0.106
51 H -1.97 -0.06 -6.24  0.112
52 H -5.44 -0.07 -0.16  0.073
53 H -3.71 -1.22 1.42  0.096
54 O -0.54 -2.70 4.84  -0.295
55 S -1.24 -1.53 4.42  0.364
56 O -2.19 -0.94 5.31  -0.258
57 O -1.91 -1.82 3.01  -0.482
58 O -0.28 -0.46 3.84  -0.543
59 C -0.69 -2.59 0.65  -0.243
60 H -1.52 -2.60 -0.05  0.013
61 H -0.79 -3.46 1.31  0.009
62 H 0.24 -2.69 0.09  0.011